No. 1
{"formula": "H26MnO17PPd", "method": "ωB97M-V/def2-TZVPD", "energy_ha": -2914.8353, "s2": 15.757, "lumo_ha": [-0.1421, -0.1962], "spin_multiplicity": 8, "total_charge": 1, "homo_energy_ev": [-12.7, -12.8], "homo_lumo_gap_ev": [8.88, 7.41], "mol_weight_g_mol": 490.52, "symbols": ["Pd", "Mn", "P", "O", "O", "O", "O", "O", "H", "H", "O", "H", "H", "O", "H", "H", "O", "H", "H", "O", "H", "H", "O", "H", "H", "O", "H", "H", "O", "H", "H", "O", "H", "H", "O", "H", "H", "O", "H", "H", "O", "H", "H", "O", "H", "H"], "positions_angstrom": [[-1.113, 2.083, 0.604], [1.359, -2.275, -0.989], [0.288, -0.129, -0.110], [0.245, 0.656, 1.225], [1.739, -0.422, -0.594], [-0.443, 0.932, -0.980], [-0.343, -1.507, -0.243], [2.261, -3.019, 0.803], [2.015, -2.500, 1.569], [2.850, -3.690, 1.147], [-2.342, 0.506, -3.009], [-1.623, 0.739, -2.422], [-2.645, -0.345, -2.692], [1.178, -1.076, 2.808], [0.832, -0.494, 2.131], [0.418, -1.575, 3.107], [3.178, 0.319, -2.727], [2.669, 0.062, -1.959], [4.080, 0.374, -2.409], [1.397, 1.428, 4.692], [2.170, 1.986, 4.612], [1.458, 0.825, 3.951], [-0.944, -2.804, 2.351], [-0.644, -2.672, 1.452], [-1.895, -2.702, 2.305], [-1.566, 1.645, 2.951], [-1.832, 1.895, 3.836], [-1.044, 0.852, 3.073], [-1.647, 3.278, -1.245], [-1.582, 2.951, -2.143], [-1.827, 4.213, -1.343], [-3.025, 1.118, 0.408], [-3.156, 0.377, -0.183], [-3.838, 1.171, 0.911], [2.937, 1.641, 0.280], [2.225, 2.168, 0.641], [2.516, 0.829, -0.001], [0.744, 1.590, -3.200], [0.351, 1.399, -2.349], [1.669, 1.370, -3.092], [0.688, -1.876, -3.053], [0.955, -2.289, -3.875], [-0.231, -1.645, -3.188], [-3.071, -1.491, -1.047], [-2.166, -1.490, -0.736], [-3.247, -2.405, -1.270]], "mulliken_spin": [1.600, 4.805, -0.065, 0.098, 0.114, 0.172, 0.066, 0.030, -0.001, 0.004, 0.001, -0.002, 0.000, 0.006, 0.004, -0.001, 0.001, 0.002, -0.001, 0.000, 0.000, 0.000, 0.000, 0.008, 0.000, 0.012, 0.000, 0.004, 0.026, 0.002, 0.000, 0.071, -0.002, 0.003, 0.002, 0.000, 0.010, 0.004, -0.003, 0.000, 0.019, 0.002, 0.001, 0.000, 0.006, 0.001]}

No. 2
{"formula": "H26NO15S", "method": "ωB97M-V/def2-TZVPD", "energy_ha": -1597.0106, "lumo_ha": 0.0599, "e_above_lowest_kcal_mol": 93.65, "total_charge": -1, "homo_energy_ev": -5.5, "homo_lumo_gap_ev": 7.11, "mol_weight_g_mol": 312.27, "symbols": ["N", "H", "H", "H", "H", "S", "O", "O", "O", "O", "O", "H", "H", "O", "H", "H", "O", "H", "H", "O", "H", "H", "O", "H", "H", "O", "H", "H", "O", "H", "H", "O", "H", "H", "O", "H", "H", "O", "H", "H", "O", "H", "H"], "positions_angstrom": [[2.554, 52.987, 46.247], [3.256, 52.077, 45.842], [2.823, 53.440, 47.073], [1.668, 52.674, 46.595], [2.328, 53.641, 45.434], [-1.203, 52.843, 46.674], [-0.603, 53.984, 45.969], [-2.256, 52.376, 45.859], [-0.137, 51.882, 46.786], [-1.573, 53.361, 48.006], [4.821, 55.097, 45.006], [4.375, 55.058, 45.792], [4.267, 54.768, 44.387], [2.132, 55.039, 49.152], [2.074, 54.297, 49.540], [1.421, 54.986, 48.392], [4.362, 55.576, 47.843], [4.729, 56.268, 47.905], [3.510, 55.600, 48.263], [4.161, 51.572, 48.658], [3.588, 50.815, 48.189], [5.076, 51.276, 48.717], [4.895, 51.429, 44.551], [4.532, 50.792, 43.960], [5.420, 50.853, 45.128], [0.464, 50.203, 45.294], [-0.217, 50.662, 45.797], [0.404, 50.690, 44.487], [0.701, 51.852, 48.827], [0.198, 51.768, 48.100], [0.305, 52.571, 49.153], [0.739, 55.274, 47.028], [0.460, 56.067, 47.111], [-0.059, 54.871, 46.633], [0.941, 54.154, 43.766], [0.299, 53.816, 43.241], [0.365, 54.116, 44.514], [3.149, 53.926, 43.097], [3.777, 53.654, 42.579], [2.557, 53.252, 42.869], [2.896, 49.565, 46.289], [3.734, 49.923, 45.922], [2.241, 49.700, 45.648]], "lowdin_charge": [0.301, 0.209, 0.062, 0.059, 0.117, 0.277, -0.336, -0.303, -0.379, -0.328, 0.015, -0.058, -0.077, -0.025, -0.086, 0.047, 0.084, -0.137, -0.001, -0.110, 0.087, 0.015, -0.031, 0.033, 0.059, -0.063, -0.004, 0.026, 0.012, -0.169, -0.050, 0.008, -0.042, -0.116, -0.018, 0.001, -0.009, 0.015, -0.037, 0.028, -0.043, 0.007, -0.040]}

No. 3
{"formula": "H26NeO13", "method": "ωB97M-V/def2-TZVPD", "energy_ha": -1122.6876, "lumo_ha": 0.0045, "e_above_lowest_kcal_mol": 7.82, "homo_energy_ev": -10.2, "homo_lumo_gap_ev": 10.30, "mol_weight_g_mol": 254.38, "symbols": ["Ne", "O", "H", "H", "O", "H", "H", "O", "H", "H", "O", "H", "H", "O", "H", "H", "O", "H", "H", "O", "H", "H", "O", "H", "H", "O", "H", "H", "O", "H", "H", "O", "H", "H", "O", "H", "H", "O", "H", "H"], "positions_angstrom": [[0.071, -0.081, 0.007], [1.288, -3.015, -1.312], [1.518, -2.208, -1.774], [0.372, -2.894, -1.061], [0.962, 1.713, 3.177], [1.315, 0.870, 2.893], [1.719, 2.298, 3.191], [-0.995, 3.000, 1.529], [-0.319, 2.435, 1.901], [-1.519, 3.275, 2.282], [3.185, -2.213, 0.590], [3.739, -2.903, 0.956], [2.620, -2.666, -0.036], [1.670, -1.002, 2.689], [2.254, -1.362, 2.021], [2.079, -1.244, 3.521], [-1.383, 1.251, -2.301], [-1.425, 0.302, -2.411], [-1.651, 1.603, -3.150], [1.639, -1.037, -3.189], [1.500, -0.090, -3.170], [1.111, -1.342, -3.927], [-1.449, -2.673, -0.513], [-1.498, -2.465, 0.420], [-1.538, -3.626, -0.551], [-1.376, -1.739, 2.249], [-1.998, -1.987, 2.933], [-0.689, -1.259, 2.712], [1.018, 2.206, -3.375], [0.585, 2.196, -2.521], [1.935, 2.396, -3.176], [-3.569, -0.709, -1.260], [-2.827, -1.159, -1.664], [-3.193, -0.257, -0.505], [0.742, 4.076, -0.128], [0.339, 4.596, -0.822], [0.007, 3.787, 0.413], [-2.441, 0.627, 0.973], [-1.813, -0.090, 1.058], [-1.985, 1.389, 1.330]], "lowdin_charge": [0.068, -0.060, -0.010, -0.010, -0.041, -0.007, 0.059, -0.039, 0.015, 0.082, -0.046, 0.051, -0.003, -0.041, 0.003, 0.060, -0.040, 0.021, 0.050, -0.030, 0.017, 0.060, -0.037, 0.007, 0.064, -0.031, 0.069, 0.031, -0.059, 0.000, 0.042, -0.061, -0.008, -0.026, -0.067, 0.030, -0.040, -0.052, -0.017, -0.003]}

No. 4
{"formula": "H26NeO13", "method": "ωB97M-V/def2-TZVPD", "energy_ha": -1122.6884, "lumo_ha": 0.0078, "e_above_lowest_kcal_mol": 7.34, "homo_energy_ev": -10.6, "homo_lumo_gap_ev": 10.83, "mol_weight_g_mol": 254.38, "symbols": ["Ne", "O", "H", "H", "O", "H", "H", "O", "H", "H", "O", "H", "H", "O", "H", "H", "O", "H", "H", "O", "H", "H", "O", "H", "H", "O", "H", "H", "O", "H", "H", "O", "H", "H", "O", "H", "H", "O", "H", "H"], "positions_angstrom": [[-0.533, 0.007, 0.001], [2.281, -1.232, 2.618], [1.334, -1.140, 2.727], [2.440, -2.173, 2.684], [2.592, -1.077, -2.512], [2.590, -0.595, -1.685], [3.022, -0.487, -3.132], [-0.660, -0.237, -3.449], [-0.035, -0.145, -4.167], [-0.372, -1.020, -2.979], [-0.144, -0.264, 3.574], [-0.716, -0.618, 4.256], [-0.457, 0.631, 3.440], [-3.633, 1.990, 1.423], [-4.110, 1.221, 1.114], [-4.301, 2.671, 1.505], [-1.171, 2.221, 2.830], [-1.880, 1.971, 2.237], [-0.376, 2.135, 2.304], [-1.485, -3.018, -0.588], [-2.321, -2.827, -1.012], [-0.830, -2.861, -1.268], [0.554, -2.860, -2.491], [0.693, -3.619, -3.058], [1.324, -2.310, -2.633], [-1.383, 3.492, -0.910], [-0.700, 3.288, -0.272], [-1.104, 4.317, -1.306], [0.458, 2.122, -2.653], [0.386, 1.218, -2.961], [-0.362, 2.283, -2.188], [0.925, 2.433, 0.794], [1.268, 1.721, 0.255], [1.581, 3.126, 0.722], [2.501, 0.125, 0.057], [3.302, 0.636, 0.167], [2.243, -0.113, 0.948], [-0.670, -3.745, 2.103], [-1.560, -4.091, 2.172], [-0.692, -3.177, 1.333]], "lowdin_charge": [0.051, -0.050, -0.010, 0.050, -0.033, 0.005, 0.062, -0.037, 0.049, 0.004, -0.044, 0.053, -0.011, -0.029, 0.050, 0.053, -0.051, -0.002, -0.004, -0.050, 0.045, -0.019, -0.045, 0.069, -0.007, -0.046, -0.002, 0.048, -0.074, -0.032, -0.011, -0.040, 0.001, 0.067, -0.042, 0.071, 0.017, -0.066, 0.026, -0.013]}

No. 5
{"formula": "H26O13", "method": "ωB97M-V/def2-TZVPD", "energy_ha": -993.5798, "lumo_ha": -0.0005, "e_above_lowest_kcal_mol": 121.37, "homo_energy_ev": -9.8, "homo_lumo_gap_ev": 9.76, "mol_weight_g_mol": 234.19, "symbols": ["H", "H", "H", "H", "H", "H", "H", "H", "H", "H", "H", "H", "H", "H", "H", "H", "H", "H", "H", "H", "H", "H", "H", "H", "H", "H", "O", "O", "O", "O", "O", "O", "O", "O", "O", "O", "O", "O", "O"], "positions_angstrom": [[-0.029, -0.547, 0.788], [0.414, -0.303, -0.645], [-2.483, -0.387, 4.006], [-2.924, -1.733, 4.558], [-1.991, 0.798, -5.898], [-0.980, 0.600, -4.781], [-1.667, 3.659, -0.879], [-1.696, 4.203, -2.298], [2.820, -3.288, -0.677], [4.078, -2.819, 0.036], [0.586, -2.324, -2.204], [-0.886, -1.963, -2.088], [2.208, 1.756, 1.216], [2.830, 1.869, -0.167], [-1.014, 1.410, 2.396], [-0.739, 1.225, 3.880], [-3.180, 2.213, 1.129], [-2.631, 3.345, 1.980], [-1.549, -0.661, 0.111], [-2.610, -1.001, -0.922], [1.348, 0.489, 3.174], [2.314, -0.675, 3.325], [-0.170, -2.407, 1.808], [0.698, -1.941, 2.965], [2.061, -0.628, -3.794], [2.978, -1.707, -4.346], [0.726, -0.254, 0.266], [-2.648, -1.300, 3.742], [-1.043, 0.774, -5.727], [-1.948, 3.435, -1.773], [3.618, -3.617, -0.247], [-0.008, -1.671, -1.817], [2.079, 2.172, 0.356], [-0.867, 1.906, 3.210], [-2.357, 2.652, 1.369], [-1.704, -1.209, -0.666], [1.595, -0.351, 2.770], [-0.064, -1.683, 2.435], [2.899, -0.751, -4.253]], "lowdin_charge": [-0.022, 0.010, 0.015, 0.037, 0.032, 0.026, 0.012, 0.032, 0.020, 0.036, 0.052, 0.052, 0.008, 0.033, 0.019, 0.028, 0.055, 0.057, 0.045, 0.074, 0.046, 0.066, 0.058, 0.044, 0.017, 0.032, -0.079, -0.059, -0.060, -0.070, -0.058, -0.093, -0.066, -0.063, -0.050, -0.065, -0.071, -0.096, -0.055]}

No. 6
{"formula": "H26O13", "method": "ωB97M-V/def2-TZVPD", "energy_ha": -993.5889, "lumo_ha": -0.0233, "e_above_lowest_kcal_mol": 115.69, "homo_energy_ev": -10.3, "homo_lumo_gap_ev": 9.70, "mol_weight_g_mol": 234.20, "symbols": ["O", "H", "H", "O", "H", "H", "O", "H", "H", "O", "H", "H", "O", "H", "H", "O", "H", "H", "O", "H", "H", "O", "H", "H", "O", "H", "H", "O", "H", "H", "O", "H", "H", "O", "H", "H", "O", "H", "H"], "positions_angstrom": [[-1.640, 1.908, -0.994], [-1.882, 2.956, -0.985], [-2.452, 1.571, -1.369], [0.737, -0.107, -1.478], [0.540, -1.016, -1.700], [1.209, -0.393, -0.707], [-0.444, -1.543, 1.567], [0.552, -1.459, 1.548], [-0.739, -2.452, 1.438], [2.893, 0.956, -1.976], [2.734, 0.057, -1.743], [2.867, 0.940, -2.979], [1.581, 3.424, -1.668], [2.135, 2.811, -2.148], [1.658, 3.120, -0.787], [0.539, 1.541, 3.909], [0.233, 0.876, 3.220], [1.226, 1.831, 3.443], [-3.532, -1.801, -0.449], [-2.791, -2.296, -0.254], [-3.742, -1.495, 0.444], [2.674, 1.571, 1.795], [2.586, 2.123, 2.622], [1.930, 1.500, 1.260], [0.137, -2.729, -1.717], [0.797, -2.859, -1.049], [0.354, -2.978, -2.502], [0.053, 0.887, 1.014], [-0.322, 1.849, 0.865], [-0.432, 0.323, 0.471], [2.841, -2.647, 0.108], [2.446, -1.930, 0.593], [3.178, -3.174, 0.825], [-3.278, 0.267, -2.328], [-3.750, -0.451, -1.868], [-2.815, -0.012, -3.165], [-2.935, -0.154, 2.093], [-2.965, -0.318, 2.994], [-2.182, -0.698, 1.658]], "lowdin_charge": [-0.117, 0.134, -0.033, -0.039, -0.007, -0.004, -0.063, 0.077, 0.066, -0.077, -0.002, 0.093, -0.040, -0.005, -0.009, -0.023, 0.053, -0.105, -0.009, -0.010, 0.039, -0.043, 0.071, -0.054, 0.057, 0.027, -0.034, -0.106, 0.135, -0.034, -0.014, 0.013, 0.050, -0.084, 0.023, 0.087, -0.050, -0.002, 0.039]}